# C33H32BGeIrN8

A structure of composition C33H32BGeIrN8 (ωB97M-V/def2-TZVPD, OMol25).

Computed properties:
Strongest force on any atom in eV/Å: 2.187
Gap between HOMO and LUMO (spin up / spin down) in Ha: 0.1331 / 0.1324
DFT total energy in a.u.: -3920.80410
Highest occupied orbital energy (spin up / spin down) in eV: -4.31 / -4.30

Geometry (Å):
Ir 1.56 -2.96 -0.15
C 0.53 -1.64 -4.02
C 1.43 -2.37 -3.23
N 1.04 -2.34 -1.97
N -0.11 -1.61 -1.91
C -0.42 -1.18 -3.13
B -0.75 -1.45 -0.47
N 0.70 -1.49 1.82
C 0.55 -0.88 3.00
C 1.06 -1.73 3.98
C 1.52 -2.85 3.28
N 1.29 -2.70 1.97
N -1.29 -2.85 -0.10
C -2.49 -3.42 0.05
C -2.29 -4.77 0.29
C -0.90 -4.94 0.27
N -0.32 -3.77 0.03
H 0.58 -1.47 -5.08
H 2.32 -2.90 -3.51
H -1.30 -0.58 -3.29
H -1.68 -0.67 -0.49
H 0.11 0.10 3.06
H 1.09 -1.56 5.04
H 1.97 -3.75 3.65
H -3.39 -2.84 -0.04
H -3.04 -5.53 0.46
H -0.31 -5.82 0.41
N 7.45 -0.95 0.23
C 6.17 -1.39 0.01
C 5.10 -0.49 -0.07
C 3.83 -0.99 -0.24
N 3.54 -2.29 -0.34
C 4.57 -3.15 -0.27
C 5.88 -2.75 -0.10
H 7.66 0.03 0.13
H 8.22 -1.58 0.09
H 5.26 0.57 0.01
H 2.98 -0.32 -0.31
H 4.32 -4.19 -0.37
H 6.66 -3.49 -0.05
C 0.56 -1.14 0.42
Ge -1.41 1.89 -0.07
C -2.34 1.99 -1.77
C -3.50 1.22 -1.91
C -4.15 1.12 -3.14
C -3.64 1.77 -4.25
C -2.49 2.54 -4.13
C -1.84 2.64 -2.90
C -0.33 3.46 0.36
C -0.35 3.97 1.66
C 0.53 4.96 2.06
C 1.46 5.47 1.16
C 1.50 4.97 -0.13
C 0.62 3.97 -0.52
C -2.76 1.69 1.32
C -3.66 2.73 1.57
C -4.63 2.61 2.54
C -4.74 1.44 3.28
C -3.86 0.39 3.04
C -2.88 0.52 2.06
H 1.00 -0.17 0.21
H -3.91 0.70 -1.05
H -5.05 0.52 -3.22
H -4.13 1.69 -5.21
H -2.09 3.06 -4.99
H -0.95 3.24 -2.83
H -1.07 3.59 2.38
H 0.50 5.34 3.07
H 2.15 6.24 1.47
H 2.22 5.36 -0.84
H 0.70 3.58 -1.53
H -3.59 3.65 1.00
H -5.32 3.43 2.73
H -5.50 1.35 4.05
H -3.94 -0.53 3.61
H -2.21 -0.31 1.88

Here are the Löwdin charges for atoms 1 to 2, given in e:
1 Ir 1.22
2 C -0.05